339
Properties=species:S:1:pos:R:3:forces:R:3:lowdin_charge:R:1 method="wB97M-V/def2-TZVPD" homo_lumo_gap_ha=0.2961 de_lowest_ev=1.991 mol_weight_g_mol=1770.9
C 1.314628 -4.745947 0.811858 0.0 -0.6 -0.5 -0.017
C 2.471530 -5.323060 -0.054272 0.1 1.1 1.0 -0.460
C 2.584428 -6.850800 0.139795 -0.9 -0.4 -0.2 -0.123
C 1.549827 -7.667990 -0.678940 1.3 0.9 0.3 -0.162
C 1.569399 -7.263290 -2.146682 -0.3 -0.7 0.8 -0.140
C 1.432342 -5.759860 -2.349933 0.4 0.3 -0.8 -0.511
N 2.352000 -5.016429 -1.491181 1.2 -1.9 0.8 -0.095
O 2.553877 -3.669792 -1.829689 -0.7 -0.1 0.3 -0.010
C 1.824872 -5.484560 -3.817529 0.7 -0.6 -0.5 -0.034
C -0.003096 -5.390905 -2.180397 -1.4 1.4 -0.3 -0.032
C 3.795341 -4.737440 0.536983 0.0 -0.6 -0.4 -0.041
H 0.432126 -5.375266 0.696673 -0.1 0.1 0.1 0.053
H 1.046013 -3.724290 0.543267 0.1 0.0 -0.1 0.061
H 1.608609 -4.749560 1.861466 -0.1 0.0 0.1 0.079
H 3.609305 -7.167645 -0.053407 0.0 -0.1 -0.3 0.114
H 2.384463 -7.091237 1.183972 0.2 0.3 0.2 0.118
H 0.563784 -7.466460 -0.260369 -0.1 -0.1 0.0 0.102
H 1.745261 -8.736543 -0.588903 0.0 0.0 0.1 0.112
H 0.665986 -7.777415 -2.474753 0.0 0.3 -1.0 0.121
H 2.418627 -7.671306 -2.694815 0.2 0.0 0.2 0.123
H 2.878409 -5.699133 -3.996765 0.3 -0.1 0.5 0.086
H 1.341708 -6.226952 -4.452751 -0.4 0.2 -0.1 0.087
H 1.723311 -4.490115 -4.252118 -0.7 0.0 0.5 0.048
H -0.522744 -5.584777 -1.242050 0.4 -0.4 0.2 0.068
H -0.071327 -4.309813 -2.301550 -0.1 0.3 -0.1 0.083
H -0.604932 -5.799858 -2.991974 -0.1 -0.2 0.0 0.090
H 3.952947 -5.024100 1.576739 -0.5 -0.3 0.1 0.074
H 3.919945 -3.654934 0.564405 -0.3 0.1 -0.6 0.058
H 4.607121 -5.233702 0.005168 0.3 0.4 -0.2 0.084
H 3.416589 -3.721396 -2.247619 0.2 0.6 -0.2 0.089
C -0.039931 6.862606 -3.455755 -1.2 0.6 -0.6 -0.035
C 1.173158 6.622295 -2.632137 1.5 -0.1 1.3 -0.517
C 0.895376 5.751229 -1.340634 -0.5 -1.1 -1.5 -0.112
C 0.647880 4.251562 -1.619698 1.8 0.4 0.3 -0.176
C 1.946361 3.660568 -2.291902 -2.2 1.6 -0.8 -0.096
C 2.336171 4.469672 -3.618300 -1.5 -0.1 0.8 -0.403
N 2.203336 5.998746 -3.454713 1.1 -3.0 1.8 -0.123
O 2.667756 6.733939 -4.548850 -0.5 -0.1 -0.2 -0.001
C 3.790835 4.101877 -3.840118 0.7 0.7 -1.2 -0.043
C 1.421372 3.939255 -4.791116 0.9 0.2 -0.2 -0.018
C 1.746152 7.915368 -2.002346 -0.5 0.4 -1.2 -0.032
H -0.834266 7.366858 -2.905422 -0.3 -0.5 0.3 0.082
H -0.333900 5.919846 -3.917152 -0.5 0.1 0.3 0.068
H 0.093247 7.551259 -4.290095 0.7 0.0 -0.1 0.087
H 1.762492 5.803475 -0.682245 -0.1 0.3 0.1 0.100
H -0.013192 6.112932 -0.859191 0.2 0.5 0.2 0.105
H -0.301741 4.066725 -2.121860 0.2 0.0 -0.5 0.097
H 0.565071 3.746113 -0.657534 -0.2 0.0 0.2 0.073
H 1.666223 2.640545 -2.554909 0.6 -0.1 -0.3 0.092
H 2.771656 3.640198 -1.580154 -0.1 0.2 0.0 0.087
H 4.489511 4.807451 -3.390536 -0.3 0.1 0.5 0.080
H 4.086924 3.114069 -3.487035 -0.4 -0.1 -0.2 0.062
H 4.016675 4.210824 -4.900882 0.1 -0.4 -0.2 0.080
H 0.368046 4.219590 -4.793353 0.1 0.2 0.5 0.055
H 1.829967 4.307824 -5.732022 0.0 0.2 -0.1 0.076
H 1.441343 2.854714 -4.898323 0.2 -0.1 0.3 0.063
H 0.916172 8.351826 -1.446701 0.3 0.3 0.3 0.085
H 2.027167 8.621552 -2.783647 -0.2 0.2 -0.2 0.075
H 2.655515 7.799296 -1.412716 -0.3 -0.5 0.3 0.067
H 3.477140 7.125934 -4.212964 0.2 0.1 -0.1 0.098
C 7.183771 2.187559 1.576202 -0.2 0.1 0.1 -0.023
C 5.993177 3.152022 1.285194 0.9 0.8 -0.4 -0.478
C 5.047309 2.976808 2.468574 0.6 1.6 -0.2 -0.143
C 4.019726 4.119773 2.563141 -0.3 -1.5 -0.1 -0.187
C 4.651253 5.506769 2.651056 -0.1 -1.4 -1.8 -0.114
C 5.573621 5.770875 1.387864 0.0 -0.1 0.1 -0.468
N 6.463237 4.570600 1.251871 0.2 0.3 1.7 -0.093
O 7.585610 4.772011 0.404286 -0.8 0.0 -0.5 -0.022
C 4.774856 6.107575 0.099537 0.1 -0.5 0.7 -0.025
C 6.346597 7.033841 1.783294 0.8 -0.4 -0.5 -0.057
C 5.318374 2.742627 -0.039228 -0.1 0.2 0.1 -0.016
H 8.163175 2.428610 1.162953 -0.3 0.2 -0.5 0.079
H 6.871195 1.202090 1.230887 0.2 -0.1 -0.1 0.069
H 7.367806 2.087279 2.645858 -0.2 0.2 0.2 0.066
H 4.722223 1.943162 2.350244 -0.7 0.1 0.6 0.114
H 5.622349 3.130582 3.381690 0.3 -0.6 0.1 0.114
H 3.478002 3.932796 3.490330 -0.5 0.1 -0.1 0.108
H 3.341603 3.996254 1.718758 -0.3 0.4 0.0 0.095
H 5.219405 5.527565 3.581049 0.2 0.4 -0.1 0.117
H 3.805987 6.194818 2.665860 0.3 0.4 0.1 0.120
H 4.325157 7.084552 0.276668 -0.6 -0.2 -0.2 0.073
H 5.364659 6.207449 -0.811654 0.5 -0.1 0.3 0.086
H 4.081702 5.288955 -0.094099 -0.5 0.4 0.0 0.049
H 7.054087 7.369420 1.025054 0.2 -0.3 -0.2 0.078
H 5.678226 7.888804 1.885420 -0.2 -0.2 0.4 0.085
H 6.900388 6.812723 2.695722 0.0 0.4 0.1 0.083
H 5.889186 3.140224 -0.878399 0.2 -0.3 -0.1 0.090
H 4.313827 3.143578 -0.174211 -0.1 0.1 0.3 0.049
H 5.210195 1.659079 -0.087417 0.2 0.0 -0.2 0.058
H 8.291327 5.026511 1.003288 0.1 0.0 0.1 0.097
C 1.634408 0.978354 0.668328 0.0 -0.2 -0.7 0.001
C 0.807533 -0.246903 1.059174 -1.1 1.3 1.0 -0.440
C -0.242254 0.184294 2.116529 -0.9 -0.5 0.7 -0.135
C -1.500966 0.932276 1.677842 1.4 -0.6 -0.7 -0.170
C -2.110749 0.040720 0.626989 -0.9 0.4 -0.7 -0.146
C -1.213024 -0.312307 -0.598699 -0.6 2.2 1.0 -0.449
N 0.040508 -0.919449 -0.072937 -0.1 0.6 1.3 -0.033
O 0.953220 -1.225842 -1.109674 -0.3 -0.1 0.0 -0.038
C -2.012869 -1.265543 -1.452063 1.0 -0.4 -0.4 -0.026
C -1.048746 1.027152 -1.439297 0.7 -0.9 0.5 -0.004
C 1.699987 -1.243511 1.799274 -1.1 -1.5 -0.7 -0.037
H 2.207778 0.763148 -0.233352 0.0 0.2 -0.1 0.066
H 2.368026 1.221280 1.437024 -0.2 0.0 0.2 0.084
H 0.997296 1.841812 0.476929 0.1 0.1 0.0 0.062
H -0.659754 -0.747464 2.498118 0.0 -0.4 0.2 0.096
H 0.155700 0.654347 3.015851 0.8 0.2 -0.3 0.113
H -1.248261 1.896674 1.237186 -0.1 0.2 0.1 0.096
H -2.163322 1.103780 2.526355 0.0 -0.1 0.0 0.093
H -2.982180 0.570436 0.242141 -0.2 0.0 -0.5 0.109
H -2.535539 -0.870531 1.048037 0.3 -0.2 0.3 0.096
H -2.295310 -2.170345 -0.913862 -0.1 0.0 0.1 0.073
H -2.884030 -0.757326 -1.865437 0.0 -0.1 0.1 0.086
H -1.344290 -1.551118 -2.264190 -0.3 -0.2 -0.4 0.076
H -1.979334 1.373394 -1.888989 -0.2 -0.3 0.1 0.064
H -0.689440 1.859376 -0.833991 0.2 -0.2 0.0 0.041
H -0.338692 0.831631 -2.242844 0.1 0.2 -0.1 0.075
H 2.436338 -1.652632 1.107528 0.5 0.2 0.4 0.082
H 1.057078 -2.083716 2.061611 -0.2 -0.4 -0.4 0.063
H 2.032057 -1.021355 2.813416 0.6 1.1 -0.5 0.069
H 0.987936 -2.178413 -0.995605 0.6 -0.3 -0.6 0.071
C -8.885157 -2.772299 1.812139 1.2 0.5 0.2 -0.030
C -7.394659 -2.258808 1.839122 -0.5 0.0 -1.6 -0.455
C -7.231581 -1.392196 0.508562 -1.7 -1.5 0.9 -0.143
C -6.100894 -0.473979 0.434410 1.6 1.3 0.4 -0.197
C -5.954907 0.392755 1.685715 -0.3 -0.9 0.4 -0.137
C -5.983674 -0.432211 3.014536 0.2 0.0 0.0 -0.416
N -7.170417 -1.357375 2.958435 0.1 2.2 -1.4 -0.131
O -7.487633 -1.921569 4.171641 0.3 -0.8 1.1 -0.005
C -4.620396 -1.199430 3.240835 -0.4 1.2 -0.4 -0.013
C -6.157849 0.650849 4.125002 0.1 -1.3 0.0 -0.031
C -6.427872 -3.473953 1.827546 0.6 0.5 -0.4 -0.036
H -9.652774 -1.999615 1.854886 0.3 0.4 0.3 0.078
H -9.011099 -3.433818 2.669245 -0.3 -0.4 -0.4 0.076
H -9.029487 -3.216582 0.827311 0.0 -0.6 0.3 0.081
H -7.233238 -2.037338 -0.370004 0.1 -0.4 0.1 0.113
H -8.162723 -0.836571 0.397337 -0.1 0.2 0.2 0.120
H -6.258732 0.196800 -0.410130 0.3 -0.1 -0.3 0.116
H -5.157983 -0.999177 0.282115 0.1 -0.1 -0.2 0.101
H -6.768201 1.118295 1.701950 -0.4 0.0 0.2 0.120
H -5.044512 0.992144 1.680803 0.3 -0.2 0.0 0.090
H -4.202447 -1.486562 2.275959 -0.2 -0.6 0.1 0.049
H -3.868713 -0.499692 3.606134 0.0 0.2 0.3 0.059
H -4.682575 -2.012982 3.963583 -0.2 -0.1 -0.2 0.087
H -5.341030 1.371796 4.091069 0.0 0.1 -0.4 0.065
H -7.118542 1.153402 4.012776 0.0 0.0 0.1 0.088
H -6.062279 0.178363 5.102616 -0.3 0.0 0.1 0.078
H -5.479559 -3.106844 1.435081 0.4 0.1 0.6 0.056
H -6.580388 -4.284217 1.114593 -1.0 0.0 0.0 0.074
H -6.298575 -3.922607 2.812483 0.0 0.2 0.0 0.081
H -8.399008 -1.662199 4.325667 -0.1 0.1 0.1 0.107
C -2.672430 4.378970 -0.374759 0.1 -0.8 0.0 -0.023
C -3.863636 4.517943 0.593451 0.9 0.1 0.1 -0.469
C -3.830988 5.989147 1.000925 -1.0 2.2 -0.7 -0.126
C -4.512212 7.033177 0.034966 0.0 -0.4 0.5 -0.172
C -5.849410 6.528268 -0.438099 -0.3 -0.5 1.2 -0.160
C -5.890212 5.055508 -0.924575 1.8 0.7 -1.5 -0.488
N -5.158042 4.135535 0.001953 -1.2 2.0 1.1 -0.089
O -5.264937 2.787505 -0.375153 0.6 0.2 -0.5 -0.007
C -7.335826 4.703737 -1.046229 -1.0 -1.0 0.9 -0.054
C -5.253409 5.050397 -2.346676 -0.1 -0.5 0.2 -0.022
C -3.710326 3.778507 1.943046 -0.4 -1.2 0.3 -0.037
H -2.695618 5.198559 -1.092983 0.1 -0.1 0.0 0.069
H -2.656142 3.434307 -0.918293 -0.3 -0.1 -0.1 0.067
H -1.712721 4.398441 0.141644 0.0 0.3 0.3 0.077
H -4.301260 6.150078 1.971003 -0.2 -0.2 0.1 0.114
H -2.823900 6.391870 1.108998 0.3 -0.7 0.2 0.118
H -3.923959 7.419695 -0.797296 0.5 -0.6 -0.1 0.102
H -4.724175 7.928842 0.618885 0.2 0.1 0.2 0.106
H -6.302695 7.256105 -1.111059 0.1 -0.5 -0.6 0.123
H -6.514833 6.584071 0.423411 -0.2 -0.2 0.3 0.116
H -7.742577 4.555714 -0.045859 0.0 0.1 0.3 0.087
H -7.923362 5.510680 -1.484110 0.2 -0.1 -0.3 0.090
H -7.530696 3.748173 -1.533087 0.2 0.1 -0.4 0.085
H -5.102386 4.034408 -2.711452 -0.2 -0.2 0.0 0.063
H -5.944303 5.557700 -3.020035 0.2 0.1 -0.2 0.085
H -4.264106 5.505503 -2.394142 -0.2 0.3 0.1 0.065
H -2.966635 4.120702 2.662716 0.4 0.6 -0.5 0.084
H -3.543868 2.701814 1.909491 0.2 -0.1 -0.6 0.040
H -4.648486 3.828770 2.495693 -0.3 0.4 -0.1 0.085
H -5.691243 2.369423 0.376552 -0.2 0.0 0.1 0.053
C 5.292558 -0.984474 -1.386784 -0.9 0.4 -0.9 -0.016
C 5.069930 -0.751977 -2.940159 0.2 0.4 0.6 -0.420
C 5.712906 -1.963724 -3.657430 0.3 -0.6 -0.5 -0.140
C 5.297273 -2.171631 -5.105509 0.9 0.2 0.4 -0.215
C 3.822947 -2.222108 -5.230124 -0.8 0.7 -0.2 -0.134
C 3.029941 -1.026116 -4.529181 0.3 0.4 -1.4 -0.398
N 3.587289 -0.702436 -3.212744 1.9 -3.1 0.0 -0.118
O 2.926148 0.278554 -2.512357 0.0 1.0 -0.3 -0.025
C 3.198743 0.257260 -5.451345 -0.4 -0.7 -0.1 -0.013
C 1.520557 -1.497347 -4.468293 1.2 1.0 0.3 -0.024
C 5.834168 0.526243 -3.402536 -0.4 0.0 0.3 -0.019
H 6.340255 -0.844122 -1.120856 0.0 -0.4 -0.1 0.085
H 4.863356 -1.950280 -1.120122 0.6 -0.4 -0.1 0.058
H 4.715070 -0.335991 -0.727940 0.0 0.6 -0.4 0.049
H 6.799584 -1.918049 -3.729177 0.2 0.6 0.7 0.119
H 5.550306 -2.884740 -3.097610 -0.4 -0.1 0.2 0.106
H 5.726205 -3.069311 -5.550816 0.0 -0.5 0.5 0.115
H 5.803493 -1.448732 -5.745248 -0.5 0.7 0.0 0.109
H 3.474113 -3.201114 -4.901560 -0.2 0.1 0.5 0.095
H 3.676136 -2.252430 -6.309766 -0.9 0.4 -0.1 0.122
H 3.099270 1.217888 -4.945965 -0.4 -0.2 0.4 0.055
H 4.190208 0.314945 -5.900538 0.1 -0.4 -0.1 0.062
H 2.473019 0.207325 -6.263087 0.0 0.2 -0.1 0.075
H 1.142881 -1.539577 -5.489904 0.0 0.0 0.0 0.070
H 1.374377 -2.465005 -3.988315 0.4 0.0 0.0 0.051
H 0.941083 -0.779825 -3.887380 -0.2 0.1 -0.1 0.067
H 5.504440 1.400024 -2.840499 -0.3 0.0 -0.1 0.056
H 5.698926 0.696237 -4.470669 -0.1 0.1 0.1 0.065
H 6.909937 0.474427 -3.234848 0.0 -0.4 0.1 0.082
H 2.346817 -0.239321 -1.948640 -0.5 -0.1 0.4 0.042
C 0.581787 -0.687306 5.620012 -0.5 -0.9 -0.6 -0.012
C -0.530975 -1.479900 6.376644 0.2 1.0 0.6 -0.486
C -1.739401 -1.702458 5.476828 0.5 -0.1 -0.5 -0.130
C -1.506371 -2.792483 4.431391 -0.1 0.1 0.5 -0.164
C -1.185263 -4.090487 5.144652 -1.1 -0.6 0.1 -0.148
C -0.030033 -3.977335 6.152007 0.2 -0.7 -0.2 -0.480
N -0.119190 -2.759017 6.956563 -2.1 -0.2 -0.2 -0.113
O 0.902572 -2.613020 7.873934 0.4 -0.2 0.1 0.013
C -0.075527 -5.252661 7.063756 -0.2 1.0 -0.3 -0.013
C 1.234882 -4.028697 5.298359 1.3 0.2 0.1 -0.039
C -1.020705 -0.534156 7.496417 0.6 0.4 0.1 -0.029
H 0.164486 0.289821 5.376749 0.4 0.2 0.3 0.075
H 0.792664 -1.155388 4.658486 0.0 -0.1 -0.1 0.038
H 1.537813 -0.642197 6.141609 -0.2 0.3 0.3 0.084
H -2.590726 -1.936484 6.116030 -0.1 -0.3 -0.1 0.127
H -1.992454 -0.754971 5.001087 0.1 0.2 -0.1 0.095
H -0.651360 -2.612417 3.779750 0.1 0.6 -0.1 0.090
H -2.378746 -2.830798 3.779007 0.0 -0.4 0.0 0.082
H -1.013384 -4.884094 4.417502 0.7 0.0 -0.1 0.100
H -2.053942 -4.547466 5.618662 -0.4 0.6 0.5 0.119
H -0.018807 -6.095045 6.374366 0.2 -0.3 0.3 0.083
H 0.693294 -5.252376 7.836417 0.3 -0.1 -0.4 0.077
H -1.010147 -5.307284 7.621982 -0.2 0.1 -0.2 0.081
H 2.137456 -4.146910 5.897920 0.1 -0.4 0.3 0.078
H 1.214136 -4.838740 4.569317 0.0 -0.1 0.1 0.087
H 1.464683 -3.110537 4.757736 -0.5 0.1 -0.2 0.056
H -1.219191 0.451177 7.074719 -0.5 -0.1 -0.3 0.057
H -0.238313 -0.277250 8.210547 0.1 -0.5 0.2 0.085
H -1.893684 -0.903097 8.034831 0.0 -0.1 -0.1 0.089
H 1.686433 -2.520198 7.327536 0.8 0.1 0.1 0.082
C 4.370406 -2.135107 4.200966 -0.7 -0.6 0.2 -0.034
C 5.882396 -2.348795 4.127846 0.3 1.2 0.8 -0.466
C 6.476495 -1.090368 3.430871 0.3 -0.4 -0.6 -0.145
C 7.980593 -0.951263 3.553643 0.0 0.4 2.1 -0.158
C 8.339539 -0.938187 5.084913 0.2 -0.4 -1.5 -0.129
C 7.821202 -2.135433 5.863494 0.5 -1.8 -0.7 -0.490
N 6.385376 -2.428220 5.546881 0.6 2.4 -1.5 -0.117
O 5.822646 -3.442297 6.271403 -0.4 -0.5 0.6 -0.007
C 8.720000 -3.397169 5.503112 -0.1 0.5 0.7 -0.020
C 7.946357 -1.854877 7.352065 -0.4 -0.6 0.1 -0.041
C 6.184322 -3.524256 3.220275 0.2 -1.3 -0.4 -0.038
H 3.848720 -2.978241 4.653803 0.2 -0.3 0.0 0.062
H 3.932556 -2.037715 3.207534 0.2 0.2 -0.1 0.064
H 4.041303 -1.299356 4.818476 0.5 0.3 -0.1 0.091
H 6.319209 -1.280102 2.369095 -0.6 0.3 -0.2 0.109
H 5.964258 -0.165429 3.695826 -0.1 -0.1 0.3 0.115
H 8.357724 0.017830 3.226932 -0.2 -0.1 -0.6 0.091
H 8.455318 -1.740674 2.970936 0.3 0.0 0.3 0.105
H 8.024739 0.005625 5.530138 -0.4 0.0 0.0 0.118
H 9.427307 -0.923564 5.153197 0.1 -0.1 0.3 0.114
H 9.772293 -3.208970 5.716086 0.1 0.4 -0.2 0.078
H 8.520154 -4.230498 6.176710 -0.5 -0.1 -0.1 0.071
H 8.636475 -3.743141 4.472851 -0.1 0.2 0.1 0.062
H 8.961025 -1.618199 7.672244 0.1 0.2 -0.3 0.088
H 7.257118 -1.054252 7.620479 0.1 0.0 0.1 0.091
H 7.676084 -2.774964 7.870220 -0.2 0.2 0.3 0.076
H 5.967711 -4.499290 3.656744 -0.3 -0.1 0.3 0.085
H 7.204687 -3.637168 2.853947 0.2 0.5 0.3 0.073
H 5.597047 -3.491793 2.302579 -0.3 0.2 0.1 0.062
H 6.144972 -4.281168 5.933770 0.3 -0.5 -0.2 0.088
C -2.381218 0.824484 -5.220657 -0.2 -0.4 -0.2 -0.035
C -3.662473 1.623023 -5.479468 1.2 0.2 0.9 -0.494
C -3.190138 3.100301 -5.416583 -0.8 0.2 0.0 -0.141
C -4.127900 4.098361 -6.082925 0.7 -0.2 -0.9 -0.192
C -4.292194 3.643367 -7.553841 -0.6 -0.1 1.9 -0.122
C -4.926179 2.181299 -7.638609 0.0 1.3 -1.6 -0.447
N -4.193327 1.236380 -6.803002 1.1 2.3 0.3 -0.123
O -4.642400 -0.075660 -6.879025 -0.4 -0.2 0.2 0.002
C -6.454924 2.336297 -7.338728 0.0 -0.7 -0.8 -0.028
C -4.733059 1.702343 -9.136906 -0.5 0.6 0.8 -0.036
C -4.612438 1.376573 -4.303919 -0.5 -0.2 -1.1 -0.021
H -2.653852 -0.230855 -5.226389 0.4 -0.2 0.2 0.066
H -1.931393 1.107943 -4.269120 -0.2 -0.2 0.2 0.065
H -1.607657 1.021358 -5.962910 -0.2 -0.1 -0.3 0.087
H -3.006528 3.414449 -4.389109 -0.2 -0.4 0.4 0.110
H -2.199177 3.157777 -5.866893 0.0 0.2 -0.5 0.109
H -3.660724 5.083072 -6.068958 0.2 0.1 -0.1 0.107
H -5.110251 4.324697 -5.668369 -0.1 -0.8 0.6 0.101
H -3.305009 3.790629 -7.991878 -0.2 -0.5 -0.5 0.116
H -5.008066 4.398791 -7.877820 0.0 -0.4 -1.1 0.107
H -6.942665 3.167735 -7.847577 0.6 0.7 0.2 0.076
H -6.996996 1.546159 -7.858274 0.1 -0.7 0.5 0.071
H -6.721575 2.344598 -6.281882 0.1 0.0 -0.1 0.072
H -5.251456 0.756873 -9.296407 0.2 -0.1 0.0 0.070
H -5.157868 2.431153 -9.827177 -0.3 0.1 0.1 0.076
H -3.680821 1.652715 -9.416971 0.1 -0.3 0.3 0.078
H -5.090081 0.414894 -4.491323 -0.3 0.0 0.2 0.080
H -5.346223 2.178865 -4.381342 -0.3 -0.1 0.6 0.067
H -4.120660 1.331967 -3.332192 0.0 0.3 -0.1 0.072
H -3.939408 -0.491734 -7.383301 0.0 -0.4 -0.1 0.105
C -5.139445 -3.955086 -2.215062 0.5 0.5 1.8 -0.042
C -4.008007 -4.977560 -2.049222 -2.7 -1.5 -0.3 -0.452
C -4.507842 -6.321751 -1.399893 0.9 0.6 0.7 -0.041
O -3.680557 -5.289368 -3.380579 1.6 -0.3 -0.9 -0.078
H -5.610157 -3.694657 -1.267063 0.0 -0.1 0.4 0.050
H -5.957868 -4.349238 -2.817502 0.3 0.1 -0.4 0.088
H -4.699968 -3.016383 -2.552398 -0.3 -0.1 -0.6 0.077
H -3.107062 -4.632160 -1.542179 -0.2 0.2 -0.1 0.113
H -3.622160 -6.938630 -1.247823 0.0 -0.3 -0.2 0.073
H -5.235184 -6.892904 -1.976821 0.0 0.3 -0.4 0.077
H -4.938835 -6.233082 -0.402653 -0.1 0.5 0.1 0.054
H -4.431984 -5.724650 -3.789821 -0.1 0.0 0.1 0.085
C -2.262536 -4.658228 1.508550 -1.3 -0.1 0.6 -0.048
C -3.338238 -5.307160 2.383273 -0.6 1.0 -0.8 -0.363
O -2.743005 -6.407245 2.935693 0.8 -1.8 1.3 -0.059
H -1.312404 -4.699062 2.041173 0.0 0.0 -0.2 0.060
H -2.524207 -3.621490 1.296924 0.1 0.0 -0.3 0.065
H -2.289490 -5.295950 0.624981 0.7 0.4 -0.3 0.060
H -4.177750 -5.669618 1.790031 -0.3 0.4 -0.5 0.092
H -3.805348 -4.690818 3.151403 0.3 0.6 0.1 0.098
H -3.400748 -6.820048 3.500118 0.2 -0.3 0.1 0.097
C -4.042654 2.320507 6.925719 0.7 0.1 -0.3 -0.069
C -2.945743 2.509710 5.843443 -0.8 0.7 1.3 -0.294
O -1.737038 2.983370 6.497030 -0.8 -0.6 -0.6 -0.088
H -5.038992 2.193262 6.502381 0.1 -0.3 -0.2 0.055
H -4.104273 3.236501 7.513289 0.2 0.0 0.1 0.075
H -3.806993 1.491767 7.593374 -0.1 0.0 0.0 0.068
H -3.326222 3.304898 5.202341 0.1 0.0 -0.4 0.095
H -2.773640 1.604417 5.261276 0.1 -0.1 0.0 0.083
H -1.167153 3.260865 5.776051 0.3 0.1 0.1 0.073
C -1.544713 -3.110381 -5.350880 2.1 -0.1 0.2 -0.062
C -0.672333 -3.913107 -6.364749 -2.2 -0.3 1.4 -0.282
O -1.587554 -4.314796 -7.373282 0.8 -0.1 -1.6 -0.090
H -0.817331 -2.419035 -4.925355 -0.5 0.4 0.5 0.028
H -1.883052 -3.769939 -4.551743 -0.4 0.1 -0.1 0.051
H -2.352810 -2.558539 -5.831051 0.1 -0.2 0.0 0.067
H -0.260577 -4.789283 -5.863859 0.1 -0.1 0.1 0.088
H 0.200116 -3.359506 -6.711797 -0.5 0.2 -0.8 0.101
H -2.200238 -4.987893 -7.068065 0.2 0.0 0.4 0.082